[1]
{"formula": "C6H11P", "method": "ωB97M-V/def2-TZVPD", "e_homo_ev": [-7.9, -7.0], "lumo_ha": [-0.0056, 0.0226], "gap_ev": [7.727, 7.565], "total_charge": 0, "symbols": ["C", "C", "C", "C", "C", "C", "P", "H", "H", "H", "H", "H", "H", "H", "H", "H", "H", "H"], "coordinates": [[1.244, -1.381, -0.199], [1.347, -0.100, 0.272], [0.483, -1.794, -1.405], [-0.882, -1.012, -1.599], [0.457, 0.886, -0.294], [-0.694, 1.574, 2.200], [-0.304, 2.282, 0.447], [1.842, -2.166, 0.098], [1.842, 0.016, 1.249], [1.028, -1.533, -2.424], [0.343, -2.833, -1.354], [-1.250, -0.747, -2.501], [-1.615, -0.768, -0.773], [0.348, 0.950, -1.353], [-1.801, 1.772, 2.522], [-0.073, 1.985, 2.982], [-0.681, 0.416, 2.221], [-1.634, 2.452, -0.088]], "forces_ev_per_angstrom": [[0.0, 2.1, -1.1], [-1.5, -1.2, 0.3], [-1.5, 3.5, -2.5], [1.1, -1.2, 4.4], [0.1, 0.1, -0.2], [-2.6, -1.3, -0.3], [-0.1, 0.3, 2.4], [1.5, -1.3, 1.4], [-0.1, 0.3, -0.6], [-0.5, -0.8, 2.0], [-0.3, -1.5, -0.2], [-0.7, 0.6, -3.0], [1.2, -0.8, -0.7], [0.3, -0.3, -0.7], [1.9, 0.1, -0.7], [0.3, 0.0, 0.0], [0.4, 1.9, -0.2], [0.6, -0.7, 0.0]]}



[2]
{"formula": "C44H74N2O8S4", "method": "ωB97M-V/def2-TZVPD", "e_homo_ev": -7.4, "lumo_ha": 0.0128, "gap_ev": 7.774, "smiles": "CCCCCCCCCCCCCCCc1cc(NCC)cc2c1Nc1cc(OC[C@@H](C)O)ccc1S2.O=S1(=O)CCCC1.O=S1(=O)CCCC1.O=S1(=O)CCCC1", "total_charge": 0, "symbols": ["C", "C", "C", "C", "C", "C", "C", "C", "C", "C", "C", "C", "C", "C", "C", "C", "C", "C", "N", "C", "C", "C", "C", "C", "N", "C", "C", "C", "O", "C", "C", "C", "O", "C", "C", "C", "S", "H", "H", "H", "H", "H", "H", "H", "H", "H", "H", "H", "H", "H", "H", "H", "H", "H", "H", "H", "H", "H", "H", "H", "H", "H", "H", "H", "H", "H", "H", "H", "H", "H", "H", "H", "H", "H", "H", "H", "H", "H", "H", "H", "H", "H", "H", "H", "H", "H", "H", "O", "S", "O", "C", "C", "C", "C", "H", "H", "H", "H", "H", "H", "H", "H", "O", "S", "O", "C", "C", "C", "C", "H", "H", "H", "H", "H", "H", "H", "H", "O", "S", "O", "C", "C", "C", "C", "H", "H", "H", "H", "H", "H", "H", "H"], "coordinates": [[0.238, -1.764, 2.663], [0.499, -1.737, 4.231], [-0.856, -1.560, 5.050], [-1.875, -2.744, 4.774], [-3.364, -2.383, 5.193], [-3.861, -1.156, 4.339], [-5.152, -1.432, 3.483], [-4.965, -2.516, 2.362], [-4.038, -2.017, 1.163], [-3.838, -3.279, 0.216], [-2.749, -3.050, -0.893], [-2.951, -1.682, -1.691], [-2.654, -1.940, -3.215], [-1.128, -2.250, -3.520], [-0.337, -0.892, -3.728], [0.860, -0.686, -2.759], [1.992, -1.637, -2.803], [3.161, -1.523, -1.944], [4.292, -2.431, -1.986], [5.434, -1.715, -2.654], [5.644, -2.227, -4.160], [3.247, -0.420, -0.969], [2.150, 0.519, -0.934], [0.958, 0.433, -1.805], [-0.098, 1.408, -1.693], [0.358, 2.766, -1.772], [-0.254, 3.688, -2.720], [0.237, 5.062, -2.779], [-0.374, 5.884, -3.748], [0.581, 6.380, -4.696], [0.926, 5.369, -5.848], [1.854, 6.066, -6.943], [1.681, 4.228, -5.376], [1.290, 5.531, -1.888], [1.924, 4.616, -0.922], [1.451, 3.243, -0.898], [2.151, 1.957, 0.202], [-0.193, -2.778, 2.434], [1.216, -1.605, 2.127], [-0.528, -1.004, 2.356], [1.149, -0.851, 4.457], [0.983, -2.675, 4.607], [-1.268, -0.572, 4.711], [-0.636, -1.453, 6.149], [-1.476, -3.626, 5.347], [-1.908, -2.986, 3.680], [-3.335, -2.125, 6.291], [-4.039, -3.279, 5.095], [-4.060, -0.288, 5.024], [-3.065, -0.808, 3.620], [-5.968, -1.750, 4.185], [-5.497, -0.474, 3.001], [-4.519, -3.460, 2.768], [-5.968, -2.788, 1.918], [-4.544, -1.171, 0.625], [-3.053, -1.703, 1.615], [-4.828, -3.515, -0.258], [-3.537, -4.136, 0.875], [-1.739, -3.000, -0.410], [-2.764, -3.861, -1.678], [-4.056, -1.452, -1.618], [-2.359, -0.833, -1.252], [-2.990, -1.014, -3.771], [-3.281, -2.794, -3.605], [-0.663, -2.952, -2.785], [-1.129, -2.794, -4.511], [-1.085, -0.062, -3.735], [0.099, -0.921, -4.769], [1.907, -2.462, -3.557], [4.080, -3.252, -2.554], [5.250, -0.613, -2.732], [6.395, -1.837, -2.085], [4.704, -2.696, -4.560], [5.969, -1.333, -4.750], [6.486, -2.966, -4.187], [4.142, -0.345, -0.306], [-0.878, 1.217, -2.317], [-1.069, 3.287, -3.367], [0.105, 7.276, -5.189], [1.531, 6.762, -4.231], [0.006, 5.023, -6.402], [2.517, 5.290, -7.422], [2.543, 6.806, -6.450], [1.268, 6.572, -7.750], [2.628, 4.430, -5.482], [1.596, 6.602, -1.986], [2.744, 4.957, -0.245], [0.289, 4.809, -10.228], [0.294, 3.371, -10.349], [1.254, 2.672, -11.168], [0.310, 2.664, -8.708], [-1.163, 2.543, -8.336], [-1.867, 2.013, -9.589], [-1.359, 2.830, -10.782], [0.873, 3.307, -8.032], [0.781, 1.682, -8.773], [-1.306, 1.882, -7.480], [-1.565, 3.527, -8.074], [-1.614, 0.959, -9.730], [-2.953, 2.080, -9.501], [-1.316, 2.232, -11.691], [-1.971, 3.716, -10.949], [-2.109, 0.818, 6.135], [-1.386, 1.195, 7.324], [-0.610, 0.249, 8.085], [-0.361, 2.606, 6.938], [-1.259, 3.809, 7.203], [-1.992, 3.501, 8.513], [-2.508, 2.061, 8.422], [-0.019, 2.544, 5.906], [0.492, 2.594, 7.619], [-0.683, 4.732, 7.269], [-1.984, 3.920, 6.392], [-1.294, 3.590, 9.350], [-2.810, 4.200, 8.692], [-2.509, 1.571, 9.395], [-3.506, 2.020, 7.984], [1.265, -5.301, 6.060], [2.272, -4.476, 6.681], [1.959, -3.202, 7.277], [3.163, -5.469, 7.869], [4.295, -6.096, 7.064], [4.837, -4.978, 6.168], [3.634, -4.275, 5.532], [2.494, -6.203, 8.315], [3.551, -4.798, 8.638], [5.070, -6.505, 7.714], [3.908, -6.910, 6.445], [5.401, -4.265, 6.776], [5.514, -5.364, 5.405], [3.821, -3.213, 5.379], [3.350, -4.741, 4.589]], "forces_ev_per_angstrom": [[0.2, -0.7, 1.0], [-1.0, 0.4, 0.1], [0.4, 0.0, -1.0], [0.0, 0.4, 0.5], [0.9, 0.1, 0.1], [-0.5, 0.2, -0.2], [0.0, -0.2, 0.2], [0.0, 0.7, -0.5], [-0.4, -1.4, 0.7], [0.4, 0.9, 0.0], [0.0, 0.8, 0.0], [-0.9, -1.3, -0.3], [0.3, 0.3, 0.4], [-0.9, 0.3, -1.1], [0.8, -0.6, -0.1], [1.7, 0.6, 1.5], [-0.3, 1.3, 1.0], [-1.6, 0.9, 0.5], [-0.2, 1.5, -0.7], [0.7, -0.3, -1.1], [0.5, 0.3, 1.0], [-2.0, -0.3, -1.7], [-0.5, -0.2, -1.0], [1.2, -2.3, -0.5], [1.6, 0.5, 0.0], [0.3, 2.4, -0.2], [1.7, 0.2, 1.7], [0.2, -1.8, 1.1], [1.6, -0.4, 0.7], [-0.1, 0.6, -1.4], [1.3, 0.6, -1.0], [-0.1, 0.1, 0.4], [-0.5, 0.4, 0.0], [-0.6, -1.4, 0.0], [-1.9, -0.7, -1.9], [-0.8, 0.0, -1.1], [-0.2, 0.0, -1.0], [0.6, 1.0, -0.2], [-1.1, -0.2, 0.3], [0.8, -0.5, 0.3], [-0.4, -0.9, 0.0], [-0.1, 0.8, -0.6], [0.2, -1.1, 0.3], [-0.2, -0.3, -1.1], [-0.6, 0.6, -0.7], [0.2, 0.1, 0.9], [-0.2, -0.1, -1.1], [0.6, 0.9, -0.1], [0.2, -0.8, -0.7], [-0.6, -0.4, 0.8], [0.6, 0.2, -0.6], [0.3, -0.8, 0.4], [-0.4, 0.8, -0.2], [0.9, 0.2, 0.5], [0.7, -0.7, 0.5], [-0.9, -0.1, -0.7], [0.8, 0.1, 0.4], [-0.3, 0.6, -0.7], [-0.7, -0.4, -0.4], [0.1, 0.5, 1.1], [1.2, 0.1, 0.0], [-0.5, -0.8, -0.5], [0.5, -1.0, 0.2], [0.5, 0.8, 0.6], [-0.4, 0.8, -0.4], [0.2, 0.5, 1.0], [0.8, -0.5, 0.2], [-0.4, 0.2, 1.0], [0.3, 0.8, 0.8], [-0.1, 0.3, 0.3], [-0.1, -1.0, 0.4], [-1.0, 0.0, -0.4], [0.9, 0.6, 0.2], [-0.4, -0.9, 0.1], [-0.9, 0.5, -0.1], [-1.0, 0.1, -0.7], [0.4, 0.1, 0.2], [0.8, 0.7, 0.4], [0.3, -0.9, 0.5], [-0.8, -0.6, -0.2], [0.7, 0.1, 1.0], [-0.9, 0.7, 0.4], [-0.7, -0.5, -0.5], [0.5, -0.3, 0.7], [-0.6, -0.1, 0.1], [-0.2, -1.2, 0.3], [-0.9, -0.4, -0.8], [0.2, -0.1, -0.1], [0.1, -0.3, 0.1], [0.0, 0.4, 0.0], [-0.1, -0.1, 0.4], [-0.1, 0.0, 0.0], [0.0, -0.1, 0.1], [-0.5, -0.2, -0.1], [0.1, 0.0, -0.1], [0.0, 0.1, -0.1], [0.0, 0.1, 0.0], [0.0, 0.0, 0.0], [0.0, 0.1, 0.0], [0.1, 0.0, 0.0], [0.1, 0.2, 0.0], [0.1, 0.0, 0.0], [-0.1, 0.2, 0.4], [0.2, 0.1, 0.1], [-0.2, -0.1, -0.2], [0.1, 0.4, -0.1], [-0.1, 0.0, 0.0], [0.0, 0.1, 0.1], [-0.3, 0.3, 0.3], [0.0, -0.2, 0.0], [0.0, -0.1, 0.0], [0.0, 0.0, 0.0], [0.1, 0.0, 0.0], [0.0, 0.0, -0.1], [0.0, -0.1, 0.0], [0.0, -0.1, -0.2], [0.1, -0.1, -0.1], [-0.1, 0.2, 0.1], [0.1, 0.2, 0.2], [-0.2, -0.2, -0.1], [0.3, -0.3, 0.2], [0.0, -0.1, -0.1], [0.1, 0.0, 0.0], [0.5, 0.0, -0.3], [-0.1, 0.1, -0.1], [-0.1, 0.0, -0.1], [0.0, 0.0, 0.0], [0.0, 0.0, 0.1], [0.0, 0.0, 0.0], [0.0, 0.0, 0.0], [-0.2, 0.0, 0.0], [-0.1, 0.0, 0.1]]}



| no. | strongest force on any atom (eV/Å) |
| --- | --- |
| 1 | 4.65 |
| 2 | 2.72 |